A 2-piece molecular cluster, C9H13N4S overall in a non-equilibrium geometry. Source: the OMol25 dataset; level of theory: ωB97M-V/def2-TZVPD.

The calculation puts the HOMO energy at -10.8213 eV. The LUMO energy comes out at -3.87 eV. For the total energy, the calculation gives -26331.0063 eV. The net charge is +1.

Cartesian coordinates (Å):
C  -1.95625  0.58735  0.74620
C  -2.07881  1.94846  0.63895
C  -0.94646  -0.19051  0.01982
C  0.09348  2.02700  -0.65765
C  -1.10218  2.69292  -0.21279
C  0.13412  0.62006  -0.53686
C  0.21587  -1.80642  3.80156
C  1.29073  -1.49448  -1.19941
C  1.53559  -2.20095  -0.12797
N  0.77583  -1.26417  2.97374
N  -1.33436  4.00127  -0.37169
N  1.38341  -1.82448  -2.53223
N  1.21126  -0.02345  -1.09873
S  1.67233  -4.02269  -0.18733
H  -2.47856  0.08849  1.56040
H  -2.96578  2.57631  0.97574
H  -1.56519  -0.78193  -0.69169
H  1.03077  2.58008  -0.98030
H  -0.15647  -2.52920  4.34748
H  1.46226  -1.68146  0.76664
H  -0.42174  -0.89031  0.63881
H  -2.23517  4.44288  -0.32806
H  -0.60385  4.60814  -0.84514
H  1.07533  -1.25196  -3.32500
H  2.03244  -2.56696  -2.86983
H  1.96535  0.43824  -1.61103
H  1.96603  -4.08224  1.10638

In the Mulliken picture, each atom carries the following charge in e: -0.820, -0.623, 0.039, -0.560, 0.840, 0.635, 0.000, -0.060, -0.416, -0.366, -0.447, -0.497, -0.248, -0.202, 0.417, 0.273, 0.346, 0.238, 0.349, 0.606, 0.165, 0.238, 0.250, 0.226, 0.212, 0.259, 0.145